DFT (the ωB97M-V functional and the def2-TZVPD basis) results for a 3-piece molecular cluster, C2F3NO overall at a distorted geometry.

Structure (XYZ):
```
7
Properties=species:S:1:pos:R:3:nbo_charge:R:1
F -0.337 0.929 1.243 -0.271
F -2.533 -0.881 -0.036 -0.145
F -0.428 1.280 -0.858 -0.274
O -0.797 -0.800 -0.103 -0.328
N 2.800 -0.587 -0.180 -0.359
C 1.712 -0.279 -0.134 0.264
C -0.417 0.338 0.068 1.113
```

The total charge is 0. Its spin multiplicity is 1. The frontier orbital gap (spin up / spin down) is 10.093 / 8.085 eV. The energy above the lowest of the compared OMol25 structures with the same formula, charge and spin is 167.8 kcal/mol. Its total energy is -13756.3108 eV. Its molar mass is 111.0 g/mol.